[1]
Computed, not measured: C15H11FNO3PtS3 as an isolated structure, with wB97M-V/def2-TZVPD.

Positions of all 35 atoms, in Å:
Pt1 4.153 1.678 -0.160
S1 7.275 4.782 0.604
C1 6.146 3.643 0.204
S2 6.430 1.944 -0.031
S3 4.444 3.940 -0.042
C2 -1.740 -2.793 1.318
C3 -1.552 -2.381 -0.144
C4 -2.859 -2.004 -0.831
C5 -3.454 -0.750 -0.202
C6 -2.420 0.344 -0.124
C7 -2.819 1.669 -0.036
C8 -1.863 2.666 0.024
F1 -2.283 3.944 0.111
C9 -0.518 2.405 -0.012
C10 -0.094 1.075 -0.105
C11 1.329 0.779 -0.167
O1 2.104 1.759 -0.170
C12 1.702 -0.597 -0.231
C13 0.714 -1.533 -0.256
N1 -0.610 -1.265 -0.236
C14 -1.053 0.045 -0.150
C15 3.113 -1.168 -0.257
O2 3.201 -2.396 -0.330
O3 4.114 -0.386 -0.188
H1 -2.479 -3.591 1.401
H2 -2.065 -1.944 1.920
H3 -0.794 -3.151 1.724
H4 -1.106 -3.218 -0.684
H5 -3.557 -2.839 -0.766
H6 -2.654 -1.817 -1.888
H7 -3.834 -0.979 0.798
H8 -4.304 -0.406 -0.793
H9 -3.870 1.924 -0.020
H10 0.213 3.200 0.025
H11 0.993 -2.578 -0.305

F_max = 0.0150 Eh/bohr
HOMO energy = -4.123 eV
LUMO level = 1.78 eV
Total charge = -1
Energy above the lowest of the compared OMol25 structures with the same formula, charge and spin = 0.0 kcal per mole

[2]
Computed, not measured: an isolated ion of composition C3H10NS and charge +1 in a non-equilibrium geometry, with wB97M-V/def2-TZVPD.

Positions of all 15 atoms, in Å:
C1 0.581 1.200 0.674
N1 1.036 2.272 -0.061
H1 -0.292 1.406 1.299
H2 1.338 0.695 1.284
H3 1.074 3.201 0.320
H4 1.715 2.046 -0.770
C2 -1.540 -1.074 -1.141
S1 -0.013 -0.395 -0.314
C3 0.137 -1.551 1.067
H5 -1.170 -1.977 -1.620
H6 -2.352 -1.166 -0.428
H7 -1.751 -0.321 -1.900
H8 1.065 -1.439 1.619
H9 0.085 -2.501 0.516
H10 -0.736 -1.580 1.704

F_max = 0.0365 Eh/bohr
HOMO energy = -14.134 eV
LUMO level = -4.45 eV
Total charge = +1
Energy above the lowest of the compared OMol25 structures with the same formula, charge and spin = 41.6 kcal per mole

[3]
Computed, not measured: a 10-piece molecular cluster, C4H28NO10S overall in a non-equilibrium geometry, with wB97M-V/def2-TZVPD.

Positions of all 44 atoms, in Å:
C1 -0.879 1.316 -1.097
N1 0.474 1.692 -0.569
C2 0.944 1.071 0.702
O1 1.326 -0.216 0.580
C3 -0.831 0.572 -2.522
C4 -0.346 -0.895 -2.412
S1 -1.746 -2.074 -2.380
H1 -1.397 0.652 -0.491
H2 -1.374 2.348 -1.105
H3 1.317 1.663 -1.311
H4 1.898 1.666 0.841
H5 0.159 1.022 1.511
H6 -0.223 1.143 -3.175
H7 -1.840 0.601 -2.928
H8 0.396 -0.991 -1.518
H9 0.361 -1.051 -3.222
H10 -1.512 -2.619 -1.110
H11 1.685 -0.730 1.964
H12 2.928 -0.800 2.694
O2 2.086 -1.182 2.723
H13 -3.103 1.081 -0.064
H14 -3.911 2.362 -0.300
O3 -3.963 1.408 -0.158
H15 -3.346 -0.560 1.855
H16 -1.797 -0.809 2.347
O4 -2.717 -0.597 2.666
H17 3.141 -0.114 0.863
H18 4.094 -1.350 1.028
O5 4.013 -0.442 0.619
H19 0.388 -1.604 2.831
H20 0.241 -1.405 1.358
O6 -0.344 -1.613 2.171
H21 -0.958 2.921 1.621
H22 -0.732 3.190 0.196
O7 -1.304 3.459 0.917
H23 0.951 4.732 0.638
H24 1.619 3.521 -0.168
O8 1.787 4.345 0.357
H25 3.606 -1.044 -1.790
H26 2.535 -1.260 -0.849
O9 2.659 -0.960 -1.641
H27 -0.212 -3.710 1.508
H28 -0.224 -2.881 0.192
O10 -0.219 -3.828 0.594

F_max = 0.1704 Eh/bohr
HOMO energy = -5.887 eV
LUMO level = 2.88 eV
Total charge = -1
Energy above the lowest of the compared OMol25 structures with the same formula, charge and spin = 101.6 kcal per mole

[4]
Computed, not measured: C3H6N2O as an isolated structure in a non-equilibrium geometry, with wB97M-V/def2-TZVPD.

Positions of all 12 atoms, in Å:
C1 0.949 -1.294 -0.134
C2 0.585 0.158 -0.223
C3 -1.312 0.439 0.410
O1 1.668 0.937 -0.378
N1 -0.583 0.672 -0.677
N2 -2.470 0.794 0.762
H1 1.367 1.809 -0.682
H2 -2.857 1.427 0.057
H3 -0.494 0.008 1.223
H4 1.542 -1.552 -1.016
H5 1.544 -1.476 0.762
H6 0.060 -1.923 -0.105

F_max = 0.0933 Eh/bohr
HOMO energy = -8.970 eV
LUMO level = 0.06 eV
Energy above the lowest of the compared OMol25 structures with the same formula, charge and spin = 76.2 kcal per mole

[5]
Computed, not measured: a 33-piece molecular cluster, H68NO32 overall in a non-equilibrium geometry, with wB97M-V/def2-TZVPD.

Positions of all 101 atoms, in Å:
N1 -0.038 -0.027 0.067
H1 -0.756 0.191 0.743
H2 -0.461 -0.467 -0.738
H3 0.652 -0.618 0.507
H4 0.388 0.809 -0.308
O1 -2.388 -2.930 1.529
H5 -2.563 -2.044 1.212
H6 -3.082 -3.099 2.166
O2 -3.032 2.560 1.589
H7 -2.511 3.362 1.594
H8 -3.256 2.412 2.508
O3 2.237 -4.213 -1.147
H9 2.167 -4.557 -2.037
H10 3.036 -4.609 -0.798
O4 -1.685 4.938 1.334
H11 -0.957 4.977 0.714
H12 -1.432 5.535 2.038
O5 4.279 -0.262 -1.629
H13 3.946 -0.019 -2.493
H14 5.018 -0.843 -1.812
O6 -2.826 0.022 0.695
H15 -3.150 0.835 1.082
H16 -3.437 -0.164 -0.019
O7 4.141 3.310 -2.553
H17 3.574 3.702 -1.889
H18 4.220 3.983 -3.229
O8 1.030 1.280 5.188
H19 0.095 1.333 5.383
H20 1.202 2.039 4.629
O9 3.886 -2.657 2.357
H21 3.528 -1.984 2.937
H22 3.668 -2.355 1.475
O10 1.148 -1.697 6.079
H23 1.484 -1.355 5.250
H24 1.892 -1.648 6.678
O11 -0.921 3.679 4.694
H25 -0.978 4.605 4.460
H26 -1.771 3.316 4.443
O12 -0.613 0.612 2.866
H27 0.112 0.750 3.476
H28 -1.359 0.395 3.425
O13 0.863 0.099 -2.689
H29 1.555 0.154 -3.348
H30 0.104 0.509 -3.104
O14 0.420 5.573 -0.220
H31 0.755 5.220 -1.044
H32 1.148 6.082 0.137
O15 1.181 4.317 -2.504
H33 1.313 3.672 -3.199
H34 0.317 4.687 -2.681
O16 0.573 -5.671 0.424
H35 1.063 -5.321 -0.320
H36 0.931 -5.213 1.185
O17 2.854 -1.665 -0.006
H37 2.827 -2.494 -0.483
H38 3.240 -1.044 -0.624
O18 -1.580 0.537 -6.110
H39 -1.349 0.782 -5.214
H40 -1.651 1.370 -6.576
O19 -1.893 -5.309 -0.728
H41 -2.048 -4.438 -0.364
H42 -0.944 -5.358 -0.839
O20 1.939 -4.355 2.389
H43 2.849 -4.086 2.258
H44 1.982 -5.020 3.076
O21 3.052 -0.211 4.223
H45 3.555 -0.544 4.966
H46 2.431 0.406 4.611
O22 -1.644 2.170 -0.772
H47 -1.624 2.951 -1.325
H48 -2.152 2.433 -0.004
O23 -4.744 -0.788 -1.183
H49 -5.631 -0.888 -1.529
H50 -4.329 -1.637 -1.338
O24 -3.857 -3.162 -1.915
H51 -4.568 -3.724 -1.607
H52 -3.811 -3.328 -2.857
O25 2.973 1.930 1.927
H53 3.149 1.072 2.313
H54 2.577 1.734 1.078
O26 -1.232 2.117 -3.643
H55 -1.295 3.070 -3.708
H56 -1.580 1.912 -2.775
O27 -1.270 -1.787 -1.932
H57 -2.157 -2.078 -1.720
H58 -1.252 -1.750 -2.888
O28 0.320 -2.167 1.800
H59 -0.277 -2.846 2.114
H60 1.166 -2.610 1.723
O29 2.133 1.754 -0.749
H61 1.883 2.534 -1.244
H62 2.440 1.137 -1.413
O30 -2.824 -1.446 -4.372
H63 -3.095 -2.270 -4.775
H64 -2.687 -0.851 -5.109
O31 -5.787 0.419 1.380
H65 -5.577 -0.356 0.859
H66 -5.630 1.155 0.788
O32 3.329 0.890 -4.041
H67 3.414 0.887 -4.994
H68 3.664 1.746 -3.773

F_max = 0.0248 Eh/bohr
HOMO energy = -11.436 eV
LUMO level = -3.05 eV
Total charge = +1

[6]
Computed, not measured: a 8-piece molecular cluster, C17H29Cl14IO3 overall, with wB97M-V/def2-TZVPD.

Positions of all 64 atoms, in Å:
C1 3.596 -1.859 -1.199
C2 4.036 -0.419 -1.524
C3 4.395 0.453 -0.308
C4 3.286 1.399 0.171
C5 1.921 0.753 0.269
O1 1.410 0.716 1.631
C6 0.154 0.233 1.540
O2 -0.424 -0.293 2.439
C7 -0.370 0.437 0.112
C8 -1.840 0.894 0.097
C9 -2.630 0.026 -0.843
O3 -3.317 -0.890 -0.480
C10 0.732 1.317 -0.495
I1 0.474 3.389 -0.013
H1 2.516 -2.002 -1.273
H2 3.910 -2.150 -0.195
H3 4.049 -2.567 -1.894
H4 3.267 0.068 -2.131
H5 4.916 -0.478 -2.162
H6 4.708 -0.187 0.520
H7 5.257 1.068 -0.569
H8 3.535 1.767 1.168
H9 3.233 2.280 -0.472
H10 1.968 -0.298 -0.036
H11 -0.297 -0.535 -0.391
H12 -2.264 0.782 1.094
H13 -1.910 1.936 -0.217
H14 -2.510 0.237 -1.923
H15 0.871 1.255 -1.571
Cl1 -5.391 3.959 3.741
C11 -4.046 2.821 3.573
Cl2 -2.733 3.474 2.588
H16 -3.656 2.607 4.561
H17 -4.421 1.924 3.096
Cl3 7.036 -2.180 -0.324
C12 6.896 -2.974 1.251
Cl4 6.262 -1.889 2.494
H18 6.213 -3.808 1.148
H19 7.881 -3.305 1.554
Cl5 4.935 -0.805 -4.999
C13 6.416 0.157 -5.068
Cl6 6.458 1.423 -3.834
H20 7.258 -0.505 -4.904
H21 6.468 0.630 -6.041
Cl7 -1.772 3.717 -3.148
C14 -0.992 5.265 -3.496
Cl8 0.568 5.062 -4.298
H22 -1.643 5.834 -4.148
H23 -0.827 5.775 -2.554
Cl9 -4.074 -5.065 1.020
C15 -2.742 -3.907 1.177
Cl10 -1.258 -4.488 0.409
H24 -3.036 -2.982 0.698
H25 -2.545 -3.759 2.231
Cl11 -6.698 -6.664 -2.650
C16 -5.709 -7.439 -1.406
Cl12 -4.793 -8.815 -2.034
H26 -5.008 -6.708 -1.023
H27 -6.368 -7.799 -0.625
Cl13 -9.045 5.517 7.141
C17 -8.169 4.688 5.847
Cl14 -8.634 2.990 5.696
H28 -8.395 5.186 4.912
H29 -7.110 4.730 6.071

F_max = 0.0109 Eh/bohr
HOMO energy = -9.824 eV
LUMO level = 0.12 eV
SMILES = CCCC[C@H]1OC(=O)[C@@H](CC=O)[C@H]1I.ClCCl.ClCCl.ClCCl.ClCCl.ClCCl.ClCCl.ClCCl
Energy above the lowest of the compared OMol25 structures with the same formula, charge and spin = 0.0 kcal per mole

[7]
Computed, not measured: one molecule with the formula C5H8N2, with wB97M-V/def2-TZVPD.

Positions of all 15 atoms, in Å:
C1 -0.992 -0.034 -2.008
N1 -0.877 0.189 -0.717
C2 -0.373 1.447 -0.209
C3 0.531 1.155 0.716
C4 0.626 -0.354 0.772
N2 1.137 -0.948 1.984
C5 -0.733 -0.755 0.264
H1 1.279 -0.567 -0.127
H2 -0.999 -1.068 -2.324
H3 -1.043 0.790 -2.702
H4 -0.699 2.375 -0.660
H5 1.153 1.844 1.273
H6 2.121 -0.700 2.058
H7 1.125 -1.957 1.856
H8 -0.905 -1.772 -0.086

F_max = 0.0079 Eh/bohr
HOMO energy (spin up / spin down) = -6.880 / -6.883 eV
LUMO level (spin up / spin down) = 0.84 / 0.84 eV
Energy above the lowest of the compared OMol25 structures with the same formula, charge and spin = 90.8 kcal per mole

[8]
Computed, not measured: an isolated ion of composition C10H18BrFN2O and charge +2 in a non-equilibrium geometry, with wB97M-V/def2-TZVPD.

Positions of all 33 atoms, in Å:
C1 2.912 -0.324 -0.540
N1 1.720 -0.229 -1.369
C2 1.454 -1.618 -1.779
C3 0.574 0.317 -0.484
O1 0.065 -0.712 0.301
C4 -0.515 -0.368 1.546
C5 -1.998 -0.759 1.411
C6 -2.683 -0.440 2.738
N2 -4.177 -0.753 2.644
C7 0.300 1.630 -0.466
C8 1.078 2.542 -1.265
C9 1.811 2.070 -2.351
Br1 2.552 3.349 -3.592
C10 1.861 0.609 -2.713
F1 3.018 0.345 -3.206
H1 2.747 -1.180 -0.010
H2 3.753 -0.326 -1.207
H3 2.932 0.576 0.010
H4 2.166 -1.955 -2.403
H5 1.314 -2.233 -0.971
H6 0.564 -1.698 -2.417
H7 0.048 -0.989 2.234
H8 -0.284 0.627 1.944
H9 -2.456 -0.061 0.577
H10 -2.013 -1.808 1.099
H11 -2.600 0.639 2.804
H12 -2.303 -0.970 3.565
H13 -4.387 -1.773 2.479
H14 -4.509 -0.212 1.910
H15 -4.700 -0.313 3.476
H16 -0.227 2.065 0.294
H17 1.078 3.606 -0.956
H18 0.904 0.346 -3.303

F_max = 0.0809 Eh/bohr
HOMO energy = -14.588 eV
LUMO level = -6.14 eV
SMILES = C[N+]1(C)C(OCCC[NH3+])=CC=C(Br)[C@H]1F
Total charge = +2
Energy above the lowest of the compared OMol25 structures with the same formula, charge and spin = 0.0 kcal per mole

[9]
Computed, not measured: a 2-piece molecular cluster, C4H11NOS overall, with wB97M-V/def2-TZVPD.

Positions of all 18 atoms, in Å:
C1 0.110 -0.844 -0.855
C2 0.444 -2.193 -1.465
N1 -0.580 -2.807 -2.125
O1 1.532 -2.709 -1.337
H1 -0.940 -0.580 -0.974
H2 0.737 -0.073 -1.291
H3 0.272 -0.971 0.214
H4 -1.417 -2.311 -2.371
H5 -0.366 -3.653 -2.628
C3 0.935 1.377 2.412
S1 -0.302 2.671 2.114
C4 -0.894 2.226 0.467
H6 0.933 0.695 1.569
H7 0.712 0.869 3.348
H8 1.932 1.799 2.528
H9 -1.654 2.968 0.233
H10 -0.117 2.300 -0.291
H11 -1.338 1.237 0.452

F_max = 0.0136 Eh/bohr
HOMO energy = -8.545 eV
LUMO level = 0.67 eV
SMILES = CC(N)=O.CSC
Energy above the lowest of the compared OMol25 structures with the same formula, charge and spin = 9.5 kcal per mole

[10]
Computed, not measured: a 2-piece molecular cluster, C3H3BrClI overall in a non-equilibrium geometry, with wB97M-V/def2-TZVPD.

Positions of all 9 atoms, in Å:
C1 -0.472 -0.477 0.675
C2 -0.837 0.633 0.108
C3 0.743 1.825 -0.917
Cl1 0.483 3.495 -0.612
Br1 2.455 1.031 -0.415
I1 -2.552 1.664 -0.093
H1 -1.324 -0.997 1.344
H2 0.507 -0.757 0.607
H3 0.590 1.316 -1.908

F_max = 0.0986 Eh/bohr
HOMO energy = -8.938 eV
LUMO level = 0.03 eV
Energy above the lowest of the compared OMol25 structures with the same formula, charge and spin = 59.8 kcal per mole

[11]
Computed, not measured: a 9-piece molecular cluster, C15H24Cl12F2O9 overall in a non-equilibrium geometry, with wB97M-V/def2-TZVPD.

Positions of all 62 atoms, in Å:
O1 -14.531 -10.574 -10.181
C1 -13.521 -10.514 -10.787
O2 -13.401 -10.749 -12.103
C2 -12.025 -10.678 -12.474
C3 -11.306 -10.188 -11.209
F1 -10.899 -8.891 -11.362
O3 -12.324 -10.220 -10.245
H1 -11.704 -11.672 -12.782
H2 -11.894 -10.022 -13.331
H3 -10.464 -10.786 -10.874
O4 -9.030 -10.000 -17.948
C4 -9.972 -10.601 -17.600
O5 -10.885 -11.189 -18.437
C5 -11.648 -12.080 -17.618
C6 -11.611 -11.345 -16.309
F2 -11.822 -12.221 -15.268
O6 -10.336 -10.771 -16.304
H4 -12.661 -12.261 -17.971
H5 -11.164 -13.059 -17.563
H6 -12.403 -10.599 -16.224
C7 -20.073 -3.587 -11.206
O7 -19.451 -3.794 -12.462
C8 -19.536 -5.010 -12.960
O8 -19.977 -5.977 -12.402
O9 -19.027 -5.010 -14.184
C9 -19.092 -6.250 -14.873
H7 -21.056 -4.040 -11.100
H8 -20.035 -2.517 -11.035
H9 -19.497 -4.054 -10.399
H10 -20.108 -6.603 -15.057
H11 -18.532 -7.024 -14.357
H12 -18.652 -6.056 -15.848
Cl1 -13.376 -5.357 -18.669
C10 -14.288 -5.210 -20.205
Cl2 -13.603 -4.032 -21.336
H13 -14.272 -6.184 -20.676
H14 -15.279 -4.874 -19.930
Cl3 -12.329 -8.695 -21.881
C11 -13.294 -9.741 -20.815
Cl4 -13.505 -9.001 -19.202
H15 -14.261 -9.876 -21.278
H16 -12.756 -10.665 -20.649
Cl5 -18.517 -12.225 -17.335
C12 -17.485 -10.904 -17.957
Cl6 -15.787 -11.243 -17.666
H17 -17.712 -10.815 -19.013
H18 -17.699 -9.960 -17.471
Cl7 -16.256 -6.874 -12.564
C13 -15.621 -5.199 -12.454
Cl8 -14.049 -5.067 -13.268
H19 -16.314 -4.512 -12.930
H20 -15.580 -4.959 -11.398
Cl9 -16.357 -8.015 -16.170
C14 -14.658 -7.530 -15.965
Cl10 -13.824 -8.707 -14.932
H21 -14.222 -7.605 -16.952
H22 -14.531 -6.559 -15.506
Cl11 -16.043 -4.194 -16.250
C15 -17.300 -3.594 -17.331
Cl12 -16.819 -2.152 -18.212
H23 -17.519 -4.338 -18.090
H24 -18.177 -3.378 -16.730

F_max = 0.0280 Eh/bohr
HOMO energy = -10.944 eV
LUMO level = 0.04 eV
SMILES = O=C1OC[C@@H](F)O1.O=C1OC[C@@H](F)O1.COC(=O)OC.ClCCl.ClCCl.ClCCl.ClCCl.ClCCl.ClCCl
Energy above the lowest of the compared OMol25 structures with the same formula, charge and spin = 0.0 kcal per mole

[12]
Computed, not measured: an isolated ion of composition CH2N2O2P and charge -1 in a non-equilibrium geometry, with wB97M-V/def2-TZVPD.

Positions of all 8 atoms, in Å:
N1 -0.763 0.989 -0.576
P1 0.428 0.041 -0.944
O1 0.976 0.164 -2.296
N2 -0.284 -1.732 -0.706
C1 -1.236 -2.449 -0.728
O2 -2.158 -3.214 -0.733
H1 -1.181 0.753 0.314
H2 1.448 -0.188 -0.027

F_max = 0.0436 Eh/bohr
HOMO energy = -4.565 eV
LUMO level = 3.96 eV
SMILES = N=[P@H]([O-])N=C=O
Total charge = -1
Energy above the lowest of the compared OMol25 structures with the same formula, charge and spin = 25.7 kcal per mole